Record 1
160
Properties=species:S:1:pos:R:3:lowdin_charge:R:1 method="wB97M-V/def2-TZVPD" e_above_lowest_kcal_mol=61.84 gap_ev=5.48 energy_ha=-3159.10356 total_charge=-2
Ba -0.657 1.242 -0.992 1.925
C 2.829 -3.790 5.233 -0.060
C 3.235 -4.300 3.844 -0.568
C 4.759 -4.477 3.822 -0.064
C 2.591 -5.669 3.640 -0.084
C 2.799 -3.303 2.768 -0.196
C 1.912 -3.600 1.746 -0.019
C 1.493 -2.661 0.799 -0.159
C 0.526 -3.056 -0.265 -0.132
N -0.886 -2.845 0.069 -0.134
C -1.288 -2.924 1.446 -0.168
C -2.730 -2.470 1.667 -0.177
N -3.168 -1.244 1.006 -0.124
C -3.894 -1.349 -0.273 -0.140
C -3.295 -1.039 -1.698 -0.171
N -1.950 -1.438 -2.128 -0.167
C -1.754 -2.872 -2.206 -0.182
C -1.732 -3.544 -0.850 -0.189
C -1.633 -0.849 -3.463 -0.148
C -0.155 -0.817 -3.821 -0.122
C 0.480 -1.876 -4.460 -0.027
C 1.825 -1.873 -4.796 -0.183
C 2.541 -0.704 -4.521 0.021
C 1.959 0.430 -3.952 -0.086
C 0.590 0.382 -3.614 -0.347
O -0.023 1.435 -3.089 -0.550
C 2.746 1.719 -3.680 -0.513
C 2.690 2.106 -2.179 -0.041
C 4.219 1.541 -4.037 -0.084
C 2.186 2.871 -4.527 -0.043
C 2.438 -3.125 -5.431 -0.565
C 1.799 -3.402 -6.797 -0.061
C 2.188 -4.338 -4.520 -0.056
C 3.943 -2.977 -5.625 -0.080
C -2.300 -0.101 1.070 -0.219
C -2.015 0.611 2.389 -0.092
C -2.475 0.167 3.601 0.001
C -2.145 0.836 4.791 -0.183
C -1.374 1.974 4.668 -0.002
C -0.919 2.505 3.438 -0.093
C -1.232 1.806 2.270 -0.284
O -0.907 2.151 1.009 -0.549
C -0.225 3.881 3.482 -0.528
C -1.257 4.920 3.946 -0.058
C 0.936 3.858 4.485 -0.057
C 0.330 4.384 2.143 -0.057
C -2.641 0.268 6.122 -0.565
C -2.172 1.107 7.305 -0.081
C -4.175 0.221 6.125 -0.059
C -2.115 -1.161 6.311 -0.055
C 1.966 -1.323 0.827 -0.331
O 1.562 -0.451 -0.042 -0.189
C 2.939 -1.009 1.861 -0.074
C 3.295 -1.990 2.776 -0.008
C 3.626 0.361 1.917 -0.529
C 4.565 0.489 3.116 -0.090
C 4.472 0.529 0.647 -0.045
C 2.616 1.510 2.037 -0.050
H 3.134 -4.496 6.016 0.073
H 1.745 -3.653 5.293 0.085
H 3.290 -2.822 5.455 0.075
H 5.084 -5.183 4.598 0.073
H 5.275 -3.529 3.995 0.073
H 5.090 -4.856 2.851 0.085
H 2.922 -6.351 4.430 0.075
H 2.861 -6.110 2.676 0.082
H 1.499 -5.616 3.679 0.081
H 1.502 -4.603 1.662 0.098
H 0.666 -4.127 -0.504 0.116
H 0.757 -2.479 -1.166 0.116
H -0.611 -2.303 2.037 0.125
H -1.208 -3.940 1.887 0.121
H -2.830 -2.379 2.751 0.089
H -3.448 -3.242 1.392 0.103
H -4.729 -0.640 -0.253 0.111
H -4.363 -2.333 -0.276 0.098
H -3.361 0.043 -1.866 0.052
H -4.053 -1.476 -2.374 0.123
H -0.805 -3.064 -2.701 0.091
H -2.538 -3.328 -2.838 0.126
H -1.397 -4.588 -0.999 0.118
H -2.737 -3.605 -0.448 0.088
H -2.002 0.180 -3.462 0.091
H -2.190 -1.385 -4.249 0.126
H -0.128 -2.748 -4.693 0.105
H 3.597 -0.679 -4.757 0.079
H 2.827 1.240 -1.527 0.055
H 1.741 2.564 -1.916 0.047
H 3.471 2.840 -1.952 0.086
H 4.708 0.765 -3.437 0.088
H 4.740 2.485 -3.846 0.077
H 4.362 1.290 -5.094 0.078
H 1.127 3.041 -4.337 0.069
H 2.317 2.654 -5.595 0.084
H 2.729 3.798 -4.300 0.082
H 0.716 -3.528 -6.711 0.075
H 2.213 -4.318 -7.237 0.075
H 1.979 -2.572 -7.488 0.085
H 1.120 -4.560 -4.428 0.072
H 2.568 -4.157 -3.510 0.092
H 2.680 -5.233 -4.921 0.075
H 4.191 -2.163 -6.314 0.082
H 4.345 -3.906 -6.044 0.076
H 4.461 -2.781 -4.682 0.089
H -2.752 0.672 0.413 0.081
H -1.316 -0.364 0.654 0.041
H -3.117 -0.705 3.620 0.089
H -1.125 2.524 5.570 0.084
H -1.658 4.683 4.936 0.072
H -2.099 4.963 3.248 0.092
H -0.799 5.916 3.989 0.076
H 0.604 3.651 5.507 0.069
H 1.424 4.841 4.485 0.078
H 1.685 3.107 4.214 0.068
H -0.445 4.499 1.389 0.076
H 1.087 3.725 1.724 0.063
H 0.792 5.362 2.332 0.078
H -2.544 2.135 7.257 0.082
H -1.080 1.157 7.360 0.085
H -2.537 0.660 8.237 0.076
H -4.600 1.223 6.009 0.087
H -4.553 -0.208 7.061 0.075
H -4.555 -0.389 5.302 0.075
H -1.022 -1.185 6.267 0.090
H -2.482 -1.829 5.526 0.072
H -2.440 -1.562 7.279 0.075
H 4.008 -1.719 3.550 0.080
H 5.382 -0.241 3.090 0.076
H 4.040 0.372 4.070 0.085
H 5.013 1.489 3.102 0.078
H 5.290 -0.201 0.648 0.084
H 4.907 1.537 0.609 0.083
H 3.874 0.369 -0.248 0.052
H 1.992 1.389 2.931 0.086
H 1.952 1.554 1.181 0.059
H 3.157 2.461 2.135 0.083
C -0.558 6.345 -4.327 -0.133
C -1.117 5.302 -5.057 -0.122
C -1.916 4.343 -4.434 -0.114
C -2.210 4.390 -3.057 -0.351
C -1.618 5.458 -2.346 -0.144
C -0.811 6.415 -2.960 -0.119
Si -3.100 3.048 -1.983 0.616
C -4.637 2.357 -2.921 -0.371
C -5.747 2.029 -2.113 -0.158
C -6.874 1.388 -2.616 -0.123
C -6.946 1.044 -3.966 -0.137
C -5.867 1.348 -4.789 -0.122
C -4.734 1.985 -4.275 -0.115
H 0.074 7.082 -4.809 0.082
H -0.917 5.215 -6.121 0.088
H -2.294 3.528 -5.047 0.078
H -1.796 5.544 -1.275 0.082
H -0.380 7.212 -2.364 0.087
H -3.857 3.975 -1.034 -0.058
H -5.720 2.284 -1.056 0.083
H -7.697 1.158 -1.947 0.086
H -7.822 0.547 -4.363 0.080
H -5.892 1.080 -5.840 0.086
H -3.904 2.166 -4.954 0.077

---

Record 2
14
Properties=species:S:1:pos:R:3:nbo_charge:R:1 method="wB97M-V/def2-TZVPD" smiles="CS(=O)(=O)O[P@](N)(=O)[O-]" e_above_lowest_kcal_mol=4.00 gap_ev=9.58 energy_ha=-1211.77475 total_charge=-1
C 1.473 -0.479 -1.333 -0.858
S 1.040 0.722 -0.009 2.415
O 1.256 -0.002 1.224 -1.004
O 1.906 1.830 -0.193 -0.968
O -0.463 1.042 -0.193 -1.018
P -1.884 -0.207 0.134 2.439
N -1.546 -0.089 1.761 -1.249
O -1.323 -1.466 -0.406 -1.156
O -3.260 0.206 -0.247 -1.100
H 2.486 -0.251 -1.496 0.213
H 1.361 -1.421 -0.960 0.241
H 1.055 -0.425 -2.359 0.234
H -1.607 0.901 2.146 0.380
H -0.493 -0.361 1.930 0.432

---

Record 3
9
Properties=species:S:1:pos:R:3:nbo_charge:R:1 method="wB97M-V/def2-TZVPD" smiles=c1nn[nH]p1.[H][H] e_above_lowest_kcal_mol=53.65 gap_ev=9.69 energy_ha=-546.03686
C -0.434 -0.156 0.846 -0.444
N -1.205 -1.232 0.847 -0.235
N -2.256 -1.118 0.185 -0.033
N -2.353 0.073 -0.430 -0.662
P -1.039 1.100 -0.243 0.706
H 0.557 -0.479 1.112 0.236
H -3.151 0.138 -1.088 0.431
H -0.806 -0.256 3.672 -0.002
H -0.406 -0.863 3.525 0.003

---

Record 4
123
Properties=species:S:1:pos:R:3:lowdin_charge:R:1 method="wB97M-V/def2-TZVPD" gap_ev=2.55 energy_ha=-4052.14833 total_charge=-1
C 6.742 3.586 -0.254 -0.083
C 5.832 2.674 0.761 -0.307
O 4.820 3.603 1.360 -0.132
C 4.982 1.467 0.020 -0.174
O 3.576 1.629 0.392 -0.168
B 2.639 1.254 -0.679 -1.118
C 1.113 1.600 -0.066 -0.222
C -0.085 0.793 -0.853 -0.223
C -1.498 1.598 -0.462 -0.176
C -1.587 3.079 -1.177 -0.237
O -2.974 3.635 -1.162 -0.180
P 2.592 -0.604 -1.132 0.754
N 4.030 -1.298 -1.376 -0.353
P 2.771 2.397 -2.258 0.918
C 3.702 1.517 -3.674 -0.362
O 3.681 3.826 -1.752 -0.388
H 7.821 3.717 0.226 0.064
H 6.274 4.681 -0.279 0.089
H 6.768 3.202 -1.360 0.076
H 6.450 2.264 1.696 0.102
H 5.132 3.930 2.255 0.081
H 5.202 1.348 -1.121 0.110
H 5.354 0.457 0.533 0.120
H 0.999 2.768 -0.171 0.074
H 1.178 1.352 1.079 0.083
H -0.209 -0.281 -0.381 0.065
H 0.075 0.688 -2.007 0.091
H -1.424 1.808 0.710 0.116
H -2.454 0.925 -0.628 0.097
H -0.944 3.815 -0.496 0.088
H -1.165 3.080 -2.288 0.131
H -2.941 4.525 -1.663 0.101
H 1.843 -0.720 -2.368 -0.008
H 1.879 -1.357 -0.092 -0.009
H 4.055 -1.636 -2.385 -0.079
H 4.036 0.426 -3.414 0.009
H 2.989 1.528 -4.626 0.029
H 4.680 2.095 -4.008 0.045
H 3.072 4.286 -1.101 0.025
C 3.007 -0.025 5.407 0.018
C 2.610 0.141 4.142 0.048
C 1.199 -0.047 3.752 -0.354
O 0.834 0.103 2.593 0.091
C 0.244 -0.424 4.813 0.027
C 0.642 -0.590 6.078 0.013
C 2.053 -0.402 6.469 -0.394
O 2.417 -0.552 7.627 0.079
H 4.039 0.108 5.711 0.118
H 3.298 0.418 3.352 0.131
H -0.787 -0.557 4.510 0.122
H -0.046 -0.867 6.868 0.117
C 8.204 2.915 5.450 0.026
C 9.411 2.647 5.957 0.019
C 10.422 1.906 5.178 -0.387
O 11.527 1.659 5.642 0.092
C 10.048 1.472 3.817 0.024
C 8.840 1.739 3.310 0.034
C 7.829 2.481 4.089 -0.357
O 6.725 2.728 3.626 0.087
H 7.451 3.457 6.009 0.122
H 9.701 2.959 6.953 0.121
H 10.801 0.930 3.259 0.123
H 8.550 1.428 2.314 0.124
C 0.865 7.503 1.395 0.025
C 0.081 8.132 2.276 0.013
C -1.017 7.425 2.965 -0.392
O -1.737 8.000 3.770 0.082
C -1.214 5.998 2.644 0.024
C -0.429 5.369 1.763 0.031
C 0.669 6.076 1.074 -0.364
O 1.388 5.501 0.269 0.116
H 1.674 8.007 0.880 0.122
H 0.213 9.179 2.523 0.117
H -2.023 5.494 3.158 0.122
H -0.561 4.323 1.516 0.109
C -3.366 -4.333 -0.368 0.012
C -3.641 -3.097 0.060 0.023
C -2.569 -2.183 0.500 -0.371
O -2.820 -1.052 0.894 0.093
C -1.182 -2.686 0.447 0.018
C -0.907 -3.922 0.019 0.027
C -1.979 -4.836 -0.421 -0.385
O -1.728 -5.967 -0.815 0.085
H -4.141 -5.017 -0.694 0.093
H -4.653 -2.713 0.104 0.109
H -0.408 -2.002 0.773 0.091
H 0.105 -4.306 -0.025 0.124
C -7.627 -3.366 -2.370 0.021
C -8.481 -3.486 -3.391 0.023
C -8.770 -4.800 -3.999 -0.384
O -9.550 -4.910 -4.935 0.098
C -8.080 -5.976 -3.433 0.024
C -7.226 -5.857 -2.412 0.029
C -6.937 -4.543 -1.805 -0.360
O -6.157 -4.433 -0.869 0.072
H -7.403 -2.410 -1.913 0.128
H -8.996 -2.632 -3.816 0.127
H -8.304 -6.933 -3.890 0.123
H -6.711 -6.710 -1.987 0.125
C 1.157 -2.007 -6.417 0.016
C 1.532 -2.355 -5.183 0.023
C 2.953 -2.570 -4.846 -0.376
O 3.297 -2.892 -3.717 0.064
C 3.943 -2.384 -5.925 0.028
C 3.568 -2.035 -7.160 0.015
C 2.147 -1.820 -7.496 -0.392
O 1.803 -1.499 -8.626 0.082
H 0.119 -1.846 -6.681 0.119
H 0.818 -2.496 -4.380 0.121
H 4.981 -2.545 -5.661 0.124
H 4.282 -1.895 -7.962 0.118
C -12.565 -4.544 -0.430 0.023
C -11.841 -3.445 -0.663 0.024
C -10.472 -3.302 -0.129 -0.385
O -9.810 -2.295 -0.340 0.095
C -9.935 -4.420 0.672 0.024
C -10.659 -5.519 0.905 0.024
C -12.028 -5.662 0.370 -0.385
O -12.690 -6.668 0.581 0.099
H -13.571 -4.664 -0.814 0.123
H -12.221 -2.616 -1.249 0.124
H -8.929 -4.299 1.056 0.125
H -10.279 -6.347 1.490 0.124

---

Record 5
18
Properties=species:S:1:pos:R:3:nbo_charge:R:1 method="wB97M-V/def2-TZVPD" smiles="C=CCCC[NH3+]" e_above_lowest_kcal_mol=80.45 gap_ev=9.98 energy_ha=-252.10292 total_charge=+1
C -1.095 1.292 1.555 -0.391
C -0.392 0.105 1.429 -0.249
C -0.794 -1.003 0.407 -0.500
C 0.109 -1.287 -0.781 -0.412
C 0.851 -0.123 -1.408 -0.256
N 0.989 1.109 -0.661 -0.734
H -2.187 1.240 1.242 0.236
H -0.764 2.136 2.118 0.223
H 0.102 -0.275 2.366 0.259
H -0.945 -1.926 1.077 0.256
H -1.836 -0.927 0.111 0.235
H -0.393 -1.795 -1.657 0.261
H 0.966 -2.019 -0.332 0.221
H 0.265 0.081 -2.296 0.225
H 1.806 -0.543 -1.592 0.234
H 1.818 1.021 0.011 0.445
H 1.418 1.748 -1.422 0.467
H 0.085 1.165 -0.169 0.480

---

Record 6
57
Properties=species:S:1:pos:R:3:nbo_charge:R:1 method="wB97M-V/def2-TZVPD" smiles="CCOC(=O)CCC[C@](COCCC(=O)I)(O[C@@H](Cl)B(O)CC)[C@@H](F)CC" gap_ev=9.80 energy_ha=-1999.65887
C -4.079 -3.110 0.936 -0.642
C -2.954 -3.663 -0.095 -0.078
O -1.917 -2.653 -0.220 -0.543
C -1.745 -2.215 -1.556 0.817
O -2.747 -1.895 -2.261 -0.600
C -0.259 -2.110 -2.179 -0.515
C 0.015 -0.653 -2.804 -0.401
C 1.126 0.207 -2.016 -0.448
C 0.525 1.020 -0.737 0.218
C 1.729 1.899 -0.175 -0.117
O 1.382 2.812 0.897 -0.573
C 2.398 2.883 1.920 -0.056
C 2.525 4.419 2.451 -0.528
C 1.115 5.074 2.806 0.440
O 0.724 4.956 3.998 -0.522
I -0.055 6.073 1.278 0.091
O -0.212 0.222 0.186 -0.545
C 0.489 -0.215 1.352 -0.205
Cl -0.826 -1.030 2.411 -0.083
B 1.583 -1.434 1.090 1.139
O 2.963 -1.183 0.693 -0.974
C 1.205 -3.028 1.304 -0.852
C 2.552 -3.926 1.063 -0.610
C -0.550 2.094 -1.345 0.203
F -0.298 2.419 -2.726 -0.391
C -2.084 1.592 -1.139 -0.449
C -3.079 2.581 -1.916 -0.624
H -4.856 -2.558 0.297 0.220
H -4.549 -3.998 1.495 0.209
H -3.620 -2.413 1.712 0.231
H -2.483 -4.576 0.438 0.177
H -3.388 -4.033 -1.079 0.207
H 0.552 -2.485 -1.473 0.222
H -0.270 -2.851 -3.067 0.248
H 0.464 -0.844 -3.853 0.218
H -0.952 -0.060 -3.015 0.248
H 1.934 -0.559 -1.691 0.215
H 1.684 0.912 -2.740 0.245
H 2.081 2.566 -1.056 0.206
H 2.654 1.261 0.088 0.210
H 3.447 2.592 1.584 0.197
H 2.009 2.290 2.821 0.184
H 3.157 4.386 3.417 0.244
H 3.153 5.017 1.700 0.232
H 0.903 0.597 2.037 0.215
H 3.507 -1.336 1.496 0.506
H 0.446 -3.407 0.544 0.262
H 0.909 -3.251 2.397 0.257
H 2.980 -3.813 0.015 0.214
H 2.298 -4.995 1.365 0.213
H 3.371 -3.572 1.799 0.182
H -0.510 3.099 -0.774 0.191
H -2.226 0.488 -1.374 0.228
H -2.316 1.719 -0.016 0.228
H -3.063 2.466 -3.055 0.219
H -2.688 3.652 -1.713 0.201
H -4.154 2.571 -1.513 0.219

---

Record 7
17
Properties=species:S:1:pos:R:3:nbo_charge:R:1 method="wB97M-V/def2-TZVPD" smiles=CO[C@H]1CO[C@H]1C e_above_lowest_kcal_mol=57.18 gap_ev=10.71 energy_ha=-346.93431
C 2.026 1.101 -0.388 -0.249
O 0.632 0.947 -0.298 -0.525
C 0.241 -0.385 -0.473 0.053
C 0.437 -1.308 0.738 -0.093
O -0.976 -1.439 0.927 -0.531
C -1.256 -0.609 -0.222 0.096
C -2.100 0.602 0.085 -0.631
H 2.553 0.526 0.389 0.165
H 2.400 0.778 -1.372 0.165
H 2.241 2.162 -0.250 0.197
H 0.621 -0.779 -1.426 0.169
H 0.934 -0.825 1.588 0.179
H 0.913 -2.275 0.542 0.174
H -1.730 -1.226 -0.999 0.171
H -2.194 1.215 -0.818 0.217
H -3.101 0.300 0.410 0.218
H -1.629 1.198 0.870 0.223

---

Record 8
9
Properties=species:S:1:pos:R:3:nbo_charge:R:1 method="wB97M-V/def2-TZVPD" smiles=[O-][C@H](O)NO e_above_lowest_kcal_mol=85.41 gap_ev=8.05 energy_ha=-320.94062 total_charge=-1
O 0.350 -1.342 -0.103 -0.866
C 0.596 -0.133 -0.365 0.509
O 1.416 0.530 0.622 -0.792
N -0.759 0.717 -0.365 -0.429
O -1.520 0.052 0.638 -0.683
H 1.033 0.100 -1.411 0.056
H 1.097 0.267 1.526 0.456
H -1.313 0.586 -1.203 0.291
H -0.900 -0.778 0.662 0.458

---

Record 9
51
Properties=species:S:1:pos:R:3:nbo_charge:R:1 method="wB97M-V/def2-TZVPD" e_above_lowest_kcal_mol=31.52 gap_ev=5.64 energy_ha=-1181.81162 total_charge=+1
C -1.318 -1.336 1.900 -0.725
C -0.221 -1.998 1.154 0.242
C 1.119 -2.050 1.596 -0.224
C 1.846 -3.300 1.642 0.144
C 1.126 -4.617 1.566 -0.651
C 3.221 -3.292 1.785 -0.249
C 3.946 -2.102 1.971 0.146
C 5.436 -2.110 2.029 -0.660
C 3.225 -0.908 2.092 -0.203
C 1.840 -0.863 1.980 0.125
C 1.154 0.457 2.166 -0.656
H -2.174 -2.022 2.016 0.278
H -1.035 -1.021 2.913 0.243
H -1.688 -0.444 1.372 0.276
H -0.536 -2.724 0.396 0.226
H 1.862 -5.421 1.432 0.243
H 0.568 -4.828 2.492 0.247
H 0.412 -4.647 0.738 0.230
H 3.771 -4.235 1.713 0.235
H 5.815 -1.095 2.160 0.234
H 5.789 -2.732 2.860 0.254
H 5.876 -2.520 1.111 0.254
H 3.784 0.023 2.252 0.226
H 1.887 1.249 2.371 0.243
H 0.605 0.741 1.257 0.236
H 0.447 0.451 3.011 0.238
H -0.653 -0.636 -0.581 -0.216
Si -1.207 0.332 -1.735 1.187
C -3.009 0.853 -1.752 -0.488
C -3.633 1.105 -2.988 -0.195
C -4.954 1.574 -3.055 -0.199
C -5.680 1.783 -1.872 -0.193
C -5.076 1.516 -0.635 -0.228
C -3.748 1.054 -0.577 -0.146
C -0.250 1.928 -1.889 -0.492
C 0.195 2.629 -0.759 -0.147
C 0.939 3.812 -0.898 -0.230
C 1.193 4.337 -2.172 -0.195
C 0.714 3.664 -3.308 -0.199
C 0.007 2.462 -3.164 -0.193
H -1.019 -0.372 -3.019 -0.159
H -3.073 0.937 -3.913 0.217
H -5.420 1.783 -4.022 0.227
H -6.711 2.154 -1.919 0.227
H -5.646 1.677 0.287 0.221
H -3.283 0.862 0.394 0.179
H -0.055 2.266 0.240 0.180
H 1.316 4.332 -0.009 0.218
H 1.757 5.273 -2.283 0.227
H 0.896 4.084 -4.302 0.226
H -0.356 1.933 -4.047 0.218